47
Properties=species:S:1:pos:R:3:nbo_charge:R:1 method="wB97M-V/def2-TZVPD" homo_ev="-8.0553 / -8.0229" lumo_energy_ev="-0.478 / -0.192" orbital_gap_ev="7.58 / 7.83" spin_multiplicity=3 s2=2.2204
Mn 0.289 -1.025 0.116 1.155
O 2.098 -1.287 0.563 -0.537
N 2.791 -2.314 0.099 0.010
C 4.060 -2.464 0.522 0.039
C 4.786 -3.574 0.184 -0.266
C 4.188 -4.565 -0.605 -0.153
C 2.917 -4.363 -1.084 -0.230
C 2.217 -3.191 -0.772 0.027
S 0.709 -2.782 -1.442 -0.096
H 4.430 -1.663 1.146 0.242
H 5.798 -3.672 0.538 0.235
H 4.728 -5.468 -0.842 0.228
H 2.415 -5.084 -1.707 0.241
C -1.102 1.555 -2.691 -0.660
C -1.930 0.683 -1.825 0.425
N -1.477 -0.161 -0.915 -0.494
C -2.576 -0.711 -0.306 -0.003
C -3.721 -0.188 -0.861 0.011
N -3.278 0.687 -1.821 -0.473
C -5.170 -0.418 -0.619 0.768
O -5.477 -1.222 0.374 -0.669
O -5.990 0.122 -1.325 -0.595
C -2.321 -1.680 0.793 0.797
O -3.243 -2.102 1.491 -0.637
O -1.083 -1.950 0.897 -0.710
H -0.185 1.036 -2.959 0.251
H -0.825 2.457 -2.146 0.254
H -1.640 1.840 -3.591 0.227
H -3.907 1.224 -2.403 0.448
H -4.691 -1.603 0.880 0.521
C -0.950 3.130 3.062 -0.212
C -1.001 1.726 3.102 -0.207
C -0.340 0.990 2.159 -0.222
C 0.381 1.615 1.111 -0.026
C 0.947 0.857 0.047 -0.202
C 1.713 1.514 -0.886 -0.278
C 1.938 2.901 -0.803 -0.211
C 1.356 3.644 0.186 -0.204
C 0.527 3.028 1.146 -0.077
C -0.167 3.759 2.134 -0.183
H -1.509 3.705 3.787 0.215
H -1.553 1.235 3.890 0.220
H -0.347 -0.102 2.226 0.196
H 2.163 0.960 -1.706 0.206
H 2.574 3.375 -1.538 0.211
H 1.530 4.708 0.253 0.208
H -0.070 4.836 2.145 0.210

***

44
Properties=species:S:1:pos:R:3:nbo_charge:R:1 method="wB97M-V/def2-TZVPD" de_lowest_ev=0.000 homo_ev=-8.5614 lumo_energy_ev=0.077 orbital_gap_ev=8.64 smiles=COc1cc(-c2nc(-c3ccc4[nH]ncc4c3)no2)ccc1-c1cscc1C
C -3.858 -3.674 -1.535 -0.243
O -2.633 -3.967 -0.846 -0.542
C -2.111 -2.905 -0.144 0.369
C -1.225 -2.109 -0.818 -0.227
C -0.601 -1.030 -0.202 -0.118
C 0.415 -0.241 -0.945 0.543
N 1.169 0.632 -0.343 -0.501
C 2.076 0.956 -1.344 0.314
C 3.138 1.932 -1.119 -0.121
C 3.747 2.552 -2.243 -0.164
C 4.767 3.454 -2.031 -0.255
C 5.161 3.788 -0.750 0.196
N 6.124 4.655 -0.254 -0.390
N 6.045 4.791 1.103 -0.208
C 5.108 3.972 1.477 -0.020
C 4.488 3.297 0.350 -0.165
C 3.451 2.395 0.198 -0.127
N 1.886 0.327 -2.500 -0.149
O 0.707 -0.463 -2.245 -0.304
C -0.881 -0.797 1.163 -0.188
C -1.743 -1.667 1.836 -0.131
C -2.360 -2.726 1.203 -0.116
C -3.194 -3.665 1.914 -0.118
C -4.481 -3.408 2.276 -0.364
S -5.291 -4.838 2.934 0.406
C -3.857 -5.792 2.715 -0.417
C -2.833 -5.028 2.137 -0.016
C -1.447 -5.574 1.848 -0.632
H -4.278 -4.613 -1.849 0.199
H -4.563 -3.201 -0.868 0.177
H -3.709 -3.002 -2.387 0.174
H -0.990 -2.308 -1.851 0.235
H 3.539 2.312 -3.291 0.240
H 5.327 3.924 -2.832 0.212
H 6.698 5.251 -0.868 0.408
H 4.814 3.831 2.518 0.211
H 2.872 2.034 1.030 0.236
H -0.389 -0.005 1.713 0.236
H -1.925 -1.519 2.882 0.214
H -4.962 -2.434 2.201 0.238
H -3.810 -6.858 2.926 0.241
H -0.775 -5.069 2.526 0.219
H -1.391 -6.661 1.990 0.220
H -1.184 -5.332 0.833 0.228

***

45
Properties=species:S:1:pos:R:3:nbo_charge:R:1 method="wB97M-V/def2-TZVPD" homo_ev="-15.2048 / -15.2033" lumo_energy_ev="-9.151 / -8.406" orbital_gap_ev="6.05 / 6.80" spin_multiplicity=2 s2=0.7775 charge=+2
V 0.000 -0.221 -0.119 1.412
S 3.524 -2.642 -0.009 0.649
C 3.763 -1.602 -1.386 -0.224
C 4.801 -1.632 -2.311 -0.182
C 4.760 -0.706 -3.335 -0.156
C 3.719 0.224 -3.436 -0.154
C 2.692 0.258 -2.513 -0.220
C 2.725 -0.674 -1.482 0.159
N 1.795 -0.815 -0.450 -0.539
C 2.105 -1.833 0.383 0.103
C 1.173 -2.116 1.464 -0.120
C 1.369 -3.066 2.452 -0.149
C 0.390 -3.222 3.428 -0.112
C -0.771 -2.454 3.419 -0.160
C -0.985 -1.510 2.423 -0.173
C -0.005 -1.330 1.450 -0.217
H 5.605 -2.350 -2.236 0.256
H 5.547 -0.700 -4.076 0.254
H 3.720 0.932 -4.253 0.250
H 1.895 0.987 -2.600 0.223
H 2.259 -3.682 2.478 0.248
H 0.533 -3.959 4.207 0.256
H -1.517 -2.605 4.187 0.254
H -1.902 -0.936 2.400 0.238
O -2.606 -0.194 -0.029 -0.755
C -3.744 0.622 0.340 0.076
N -4.189 1.550 -0.668 -0.648
C -3.705 2.839 -0.820 0.656
O -4.287 3.734 -1.360 -0.484
C -2.320 2.954 -0.231 -0.149
C -1.974 3.785 0.824 -0.043
C -0.761 3.583 1.477 -0.218
C 0.024 2.514 1.102 0.076
N -0.291 1.754 0.032 -0.548
C -1.410 2.018 -0.664 0.104
H -2.886 -0.884 -0.650 0.524
H -3.432 1.140 1.246 0.187
H -4.577 -0.033 0.588 0.225
H -5.102 1.400 -1.079 0.438
H -2.663 4.551 1.159 0.271
H -0.464 4.198 2.314 0.271
H 0.921 2.237 1.642 0.237
H -1.617 1.394 -1.527 0.242
N -1.328 -2.094 -2.270 -0.211
C -0.783 -1.414 -1.514 -0.148

***

Computed calculated total energy (eV) in order:
-78900.1322, -42925.5814, -68598.4658
Computed molar mass (g/mol) in order:
477.380, 388.452, 439.396